Computed, not measured: a structure of composition C4H8N2O, with ωB97M-V/def2-TZVPD.

The geometry in XYZ format:
```
15
Properties=species:S:1:pos:R:3:forces:R:3:mulliken_charge:R:1
C -2.66024 -0.35946 -0.01920 1.75 -0.04 -2.28 -0.919
N -0.41680 0.04154 0.45764 7.77 1.60 1.20 -0.378
C -0.79283 -0.41101 -0.69121 -6.55 -1.41 0.70 0.375
C 1.45894 0.27302 0.27322 -1.12 0.14 0.84 0.735
C 2.12749 1.06696 1.10708 -0.58 -0.10 0.06 -0.989
O 2.07276 -0.46448 -0.70477 -0.75 -0.13 0.36 -0.497
N -0.57127 -1.14886 -1.64882 0.70 0.02 -0.72 -0.606
H 3.04020 -0.36026 -0.65540 -0.44 0.13 0.16 0.302
H -0.65199 1.00030 0.68003 -0.32 -0.08 -0.12 0.330
H 0.42092 -1.32047 -1.82391 -0.13 0.09 0.02 0.297
H -2.86683 0.08395 0.94946 0.47 0.08 0.05 0.274
H -3.09097 0.22025 -0.83119 -0.47 -0.24 0.08 0.310
H -2.90149 -1.41727 -0.04479 -0.09 0.09 -0.12 0.292
H 1.61437 1.70258 1.81753 -0.03 -0.23 0.05 0.235
H 3.21777 1.09320 1.13433 -0.21 0.06 -0.27 0.239
```
Positions in Å, forces in eV/Å.

Computed properties:
energy relative to the best compared isomer or geometry (same formula, charge and spin) = 6.155 eV
max |F| = 8.0 eV/Å
LUMO = 0.49 eV

Computed, not measured: a cluster of 7 separate species, H14O7 in total, with ωB97M-V/def2-TZVPD.

The geometry in XYZ format:
```
21
Properties=species:S:1:pos:R:3:forces:R:3:mulliken_charge:R:1
O 5.69800 8.70400 -25.55900 -1.68 0.64 0.91 -0.660
H 6.28100 8.65500 -26.30800 0.78 -0.04 -0.62 0.363
H 5.12700 9.49000 -25.68400 0.77 -0.54 0.00 0.312
O 4.77600 11.94700 -27.19800 1.92 1.05 0.99 -0.606
H 5.59600 11.90800 -27.72300 -1.10 -0.18 0.11 0.283
H 4.01200 11.55300 -27.58100 -0.72 -0.88 -0.94 0.351
O 3.27100 7.71300 -28.79900 0.05 -0.09 0.97 -0.697
H 3.09300 7.04500 -29.43400 -0.26 -0.61 -1.75 0.284
H 3.18600 7.14800 -28.02200 0.24 0.44 0.68 0.318
O 2.70700 10.06000 -27.39200 -0.42 1.04 -0.69 -0.656
H 2.93000 9.73400 -26.53600 0.25 -0.42 0.92 0.282
H 2.82400 9.33900 -28.00700 -0.07 -0.44 -0.21 0.388
O 5.68100 9.12600 -29.04800 1.90 1.49 -0.34 -0.606
H 5.56600 10.05800 -29.27700 0.27 -0.18 0.06 0.259
H 4.82800 8.77800 -29.12100 -2.32 -1.27 0.05 0.295
O 6.38100 5.97800 -29.08400 -0.69 -0.66 0.89 -0.593
H 6.25600 6.85400 -29.43300 0.08 0.60 -0.23 0.313
H 5.97000 6.01400 -28.19400 0.60 -0.01 -0.73 0.302
O 7.62800 8.21500 -27.44700 0.89 -0.59 1.01 -0.663
H 8.36700 8.82200 -27.30700 -0.47 -0.04 -0.34 0.295
H 6.99600 8.54200 -28.08200 -0.01 0.70 -0.72 0.436
```
Positions in Å, forces in eV/Å.

Computed properties:
energy relative to the best compared isomer or geometry (same formula, charge and spin) = 1.723 eV
max |F| = 2.6 eV/Å
SMILES = O.O.O.O.O.O.O
LUMO = -0.16 eV

Computed, not measured: the molecule CH8SSi2, with ωB97M-V/def2-TZVPD.

The geometry in XYZ format:
```
12
Properties=species:S:1:pos:R:3:forces:R:3:mulliken_charge:R:1
Si -2.30341 0.09743 0.23890 0.16 -1.47 -1.30 0.284
Si -0.12120 -0.50939 0.45125 1.94 -0.64 -0.78 0.236
C 1.17242 0.54648 -0.45485 1.25 0.31 -0.63 -0.737
S 2.83242 0.05120 0.28052 -0.85 0.03 -0.20 -0.204
H -2.64276 -0.68856 -1.01500 -0.17 0.71 0.30 -0.078
H -2.73387 1.49507 0.21595 -0.12 0.08 0.24 -0.094
H -2.68945 -0.86590 1.25827 -0.83 0.19 0.68 -0.087
H 0.25699 -0.64496 1.88417 -0.03 0.28 -0.06 -0.088
H 0.32455 -1.87540 -0.13725 -0.95 0.73 0.39 -0.063
H 1.14784 1.63044 -0.31832 -0.43 -0.13 0.10 0.422
H 1.27256 0.39292 -1.57990 -0.50 -0.16 1.52 0.298
H 3.48391 0.37066 -0.82375 0.52 0.06 -0.25 0.109
```
Positions in Å, forces in eV/Å.

Computed properties:
energy relative to the best compared isomer or geometry (same formula, charge and spin) = 0.068 eV
max |F| = 2.2 eV/Å
SMILES = [SiH3][SiH2]CS
LUMO = 0.73 eV

Computed, not measured: a structure of composition C4H8O2S, with ωB97M-V/def2-TZVPD.

The geometry in XYZ format:
```
15
Properties=species:S:1:pos:R:3:forces:R:3:mulliken_charge:R:1
C 0.65092 1.22314 1.08864 0.88 1.02 1.79 -0.225
C 0.63853 -0.43204 1.03695 0.32 1.40 0.10 -0.787
C 0.53723 -0.99804 -0.31907 -2.88 -0.91 -2.29 0.349
C -0.98938 -1.01871 -1.02635 1.14 -1.24 -0.41 -0.493
H -0.95292 1.13862 -0.15354 1.22 3.50 1.92 0.391
H 1.55674 1.62084 0.48685 -1.02 -0.87 1.22 0.241
H 0.74262 1.37160 2.27752 0.48 -0.10 -2.59 0.213
H -0.09923 -0.65394 1.82174 -0.33 -0.52 -0.92 0.314
H 1.57925 -0.84666 1.37709 0.48 0.62 0.53 0.357
H -1.97541 -1.51758 -0.33962 3.14 1.75 -2.17 0.254
H -0.70649 -1.62805 -2.12041 -1.53 1.99 3.25 0.321
H -0.99305 0.77090 -2.22001 -0.42 -0.97 3.39 0.379
O -0.48869 1.98732 0.70870 -0.52 -4.60 -2.17 -0.643
O -1.19424 0.47046 -1.22809 -0.35 -1.68 -3.16 -0.447
S 1.69412 -1.48786 -1.39041 -0.58 0.59 1.51 -0.225
```
Positions in Å, forces in eV/Å.

Computed properties:
energy relative to the best compared isomer or geometry (same formula, charge and spin) = 5.337 eV
max |F| = 5.1 eV/Å
LUMO = -0.69 eV

Computed, not measured: a structure of composition C10H12AuNO4SSi, with ωB97M-V/def2-TZVPD.

The geometry in XYZ format:
```
30
Properties=species:S:1:pos:R:3:forces:R:3:mulliken_charge:R:1
Au -2.28118 -0.37829 -2.38153 0.03 -0.51 0.06 0.288
C 0.43561 1.12367 2.61191 0.05 0.02 0.12 -0.971
Si 1.25410 -0.42079 1.95428 -0.18 -0.06 -0.23 0.084
C 0.50029 -1.96871 2.67735 0.05 -0.01 0.13 -0.986
C 3.09110 -0.38487 2.33407 -0.01 0.02 0.05 -1.071
C 1.09227 -0.46379 0.06823 0.03 -0.07 -0.06 0.120
C 2.20800 -0.37558 -0.74740 0.01 0.00 0.08 0.017
C 2.11619 -0.38130 -2.13992 0.04 -0.02 -0.09 -0.782
C 0.86817 -0.48169 -2.70084 0.01 -0.12 0.10 -0.167
N -0.23157 -0.58483 -1.94436 0.35 0.33 0.02 -0.534
C -0.16305 -0.56160 -0.58138 -0.34 -0.01 -0.16 0.599
S -1.70535 -0.62068 0.20002 0.25 0.09 0.29 -0.524
H 0.55706 1.18348 3.69682 0.00 0.02 0.00 0.328
H -0.63064 1.12235 2.38733 0.01 -0.02 -0.03 0.294
H 0.87835 2.02089 2.17395 0.01 -0.01 0.00 0.334
H 0.66246 -2.00438 3.75804 0.02 -0.01 0.00 0.328
H 0.95109 -2.86170 2.23885 0.01 0.00 0.01 0.332
H -0.57232 -2.00487 2.49236 0.00 0.02 -0.03 0.297
H 3.24515 -0.38700 3.41558 0.00 0.00 0.00 0.293
H 3.57445 0.51064 1.93734 0.01 0.00 0.00 0.304
H 3.60331 -1.25998 1.92814 0.00 0.00 0.00 0.310
H 3.18984 -0.29164 -0.29563 0.00 0.00 0.00 0.314
H 2.99267 -0.30875 -2.76735 0.00 0.00 0.00 0.387
H 0.71399 -0.49892 -3.77096 0.00 0.03 0.00 0.407
O -6.26392 1.03828 -2.60519 0.53 0.77 0.16 -0.283
C -5.28977 0.43178 -2.69836 -1.29 -1.54 -0.25 0.756
O -4.47630 -0.39685 -2.84054 0.37 0.73 -0.12 -0.480
C -3.45907 3.04163 -2.80067 0.58 0.88 0.06 0.742
O -4.38873 3.73123 -2.76332 -0.23 -0.37 -0.01 -0.369
O -2.47221 2.43228 -2.83683 -0.31 -0.16 -0.08 -0.366
```
Positions in Å, forces in eV/Å.

Computed properties:
energy relative to the best compared isomer or geometry (same formula, charge and spin) = 0.144 eV
max |F| = 2.0 eV/Å
LUMO = -0.38 eV

Computed, not measured: a structure of composition C37H37EuN11O8PS2, with ωB97M-V/def2-TZVPD.

The geometry in XYZ format:
```
97
Properties=species:S:1:pos:R:3:forces:R:3:mulliken_charge:R:1
Eu 0.00763 -0.34954 -0.26242 -0.71 -0.31 0.14 -0.065
N -2.64177 2.93866 -2.06352 0.27 0.03 -0.51 -0.019
C -3.35537 3.00806 -0.89932 -0.22 -0.08 0.44 -1.005
C -2.80857 2.07196 -0.06732 -0.21 0.16 -0.29 -0.972
N -1.78977 1.43636 -0.69642 0.03 0.59 -0.94 1.304
C -1.70277 1.96616 -1.90322 -0.43 0.01 0.85 -0.112
C -0.79067 1.47736 -2.90022 0.45 -0.69 -0.40 -0.303
N -0.09237 0.36506 -2.74502 -0.72 0.71 -0.26 0.870
C 0.60623 0.18826 -3.89422 0.00 0.35 -0.22 -0.593
C 0.33193 1.20716 -4.76352 0.34 -0.46 -0.16 -1.085
N -0.56607 2.01556 -4.12692 -0.31 0.30 0.29 -0.062
H -2.79567 3.50886 -2.87982 0.01 -0.14 0.15 0.172
H -4.17227 3.69066 -0.78232 -0.10 0.13 0.07 0.436
H -3.06597 1.80366 0.93718 -0.09 0.07 0.18 0.460
H 1.25553 -0.65884 -4.01092 0.13 -0.05 -0.13 0.424
H 0.67763 1.40956 -5.75572 0.08 0.06 -0.18 0.439
H -0.92747 2.88916 -4.47352 0.13 -0.14 0.04 0.177
C 7.67513 2.77186 1.30998 0.03 -0.06 -0.06 -1.514
C 6.27833 2.52336 0.83078 -0.17 -0.01 -0.01 1.218
C 5.71533 3.34516 -0.14222 0.00 -0.07 0.06 -0.897
C 4.42453 3.13206 -0.59372 -0.01 0.04 -0.11 0.106
C 3.69003 2.08406 -0.07032 -0.37 0.01 -0.14 -0.492
C 4.23893 1.24356 0.87908 -0.10 -0.20 0.04 -0.865
C 5.52913 1.46326 1.32938 -0.05 0.12 -0.13 -0.913
S 2.02793 1.72016 -0.64012 -0.46 -0.11 -0.14 1.752
O 1.68543 2.60196 -1.73942 0.75 0.47 0.15 -0.896
O 2.06473 0.29946 -0.99532 2.01 0.86 -0.38 -0.073
N 0.93493 1.76226 0.51138 1.28 0.67 -0.24 0.760
C 0.54533 2.93676 1.07228 -0.01 0.27 0.16 0.276
C 1.34173 4.09826 1.06898 -0.11 0.17 0.04 -0.521
C 0.87813 5.23296 1.69168 -0.01 -0.11 -0.02 -0.749
C -0.37337 5.21296 2.30268 0.03 0.15 0.11 -0.909
C -1.08007 4.02666 2.26158 0.07 0.16 0.03 -0.405
N -0.64947 2.92156 1.67828 0.11 0.02 0.08 0.290
H 7.84283 3.83616 1.46868 0.09 0.03 0.03 0.372
H 8.39283 2.41746 0.56958 0.12 0.03 -0.01 0.288
H 7.86053 2.23886 2.23858 0.08 0.00 0.09 0.367
H 6.30533 4.15076 -0.55672 0.02 0.13 -0.03 0.358
H 3.98783 3.75716 -1.35602 -0.09 0.11 -0.11 0.554
H 3.65933 0.40706 1.23708 -0.05 -0.09 0.14 -0.241
H 5.95533 0.78866 2.05788 0.03 -0.05 0.09 0.400
H 2.30233 4.06636 0.58228 0.07 0.22 0.05 0.243
H 1.48773 6.12586 1.71458 0.04 0.09 -0.03 0.423
H -0.76877 6.08116 2.80838 -0.06 0.06 0.02 0.397
H -2.06057 3.94996 2.72258 -0.08 0.08 0.07 0.371
S 1.56333 -1.24214 2.02558 -0.29 0.03 0.58 -0.221
C 3.02033 -1.89664 1.65048 0.11 -0.14 0.39 0.410
N 4.05383 -2.38244 1.45448 0.73 -0.24 -0.30 -0.861
C 0.14303 0.41036 4.97208 0.32 0.04 0.15 -0.811
N -1.10657 0.55306 4.25858 0.06 0.39 1.17 0.430
C -2.30297 0.78886 5.03278 -0.24 0.01 0.11 -1.135
C -1.16777 0.29166 2.99528 -0.22 -0.49 -1.74 -0.064
N -1.21297 0.04956 1.86318 -0.56 0.17 1.27 0.121
H 0.39473 1.35316 5.46378 0.00 0.00 0.03 0.295
H 0.93433 0.14896 4.27188 0.00 -0.04 0.02 0.161
H 0.05883 -0.37624 5.72708 0.02 -0.01 -0.02 0.297
H -2.17707 1.68236 5.64968 0.03 -0.01 -0.01 0.350
H -2.52537 -0.06934 5.67418 0.01 0.09 0.00 0.348
H -3.14937 0.94086 4.36678 0.02 0.00 -0.01 0.276
O -2.05657 -1.20234 -1.27742 -0.95 -0.38 -0.39 -0.729
C -2.09477 -1.87784 -0.22792 -0.14 -0.70 -0.25 0.645
O -1.08597 -2.28924 0.38448 -1.06 -1.46 0.46 -0.595
C -3.44867 -2.13044 0.38398 -0.14 0.09 0.25 0.228
C -4.60237 -2.21454 -0.38032 -0.15 0.02 0.11 -0.085
C -5.83657 -2.31374 0.25828 1.17 0.07 0.62 -0.385
C -5.93517 -2.28634 1.64108 -0.26 -0.05 0.14 -0.352
C -4.76697 -2.19584 2.38598 0.14 -0.07 -1.44 -0.439
C -3.52127 -2.14914 1.76908 -0.27 -0.05 0.26 -0.603
N -4.85957 -2.10244 3.82118 0.09 0.12 0.44 1.045
O -3.84257 -1.83094 4.43108 -0.09 -0.10 0.13 -0.596
O -5.94907 -2.27304 4.32908 -0.13 -0.05 0.25 -0.659
N -7.04127 -2.40164 -0.53732 -0.13 0.06 -0.19 1.077
O -8.10037 -2.45704 0.05028 -0.39 -0.05 0.06 -0.645
O -6.91397 -2.40224 -1.74342 -0.15 -0.05 -0.21 -0.631
H -4.54427 -2.19264 -1.45682 0.04 0.07 -0.06 0.723
H -6.89807 -2.32874 2.13128 0.08 0.01 -0.07 0.593
H -2.60637 -2.10144 2.34038 0.03 0.03 0.00 0.866
C 3.11543 -2.54834 -1.84522 -0.20 -0.01 -0.08 -1.506
P 1.31953 -2.67884 -1.44012 0.61 -0.85 -0.13 1.710
C 1.36073 -4.17074 -0.35562 -0.05 0.15 -0.06 -1.209
C 0.62663 -3.46144 -2.95842 0.07 0.15 0.13 0.008
C 1.25603 -4.49274 -3.64792 -0.10 -0.01 -0.08 -0.856
C 0.66633 -5.04634 -4.77102 0.08 -0.08 -0.08 -0.772
C -0.56417 -4.58614 -5.21182 -0.13 -0.03 -0.01 -0.466
C -1.21277 -3.58324 -4.51272 -0.03 -0.03 -0.14 -1.143
C -0.61347 -3.01264 -3.40342 0.01 0.04 0.09 0.288
H 3.67853 -2.76934 -0.93812 0.04 0.07 -0.02 0.480
H 3.33653 -1.52704 -2.14882 0.03 0.05 0.00 0.173
H 3.40333 -3.23074 -2.64092 0.12 -0.11 -0.02 0.498
H 1.88723 -4.99324 -0.83882 0.05 -0.08 -0.01 0.447
H 0.34113 -4.46874 -0.11792 -0.04 0.02 -0.02 0.244
H 1.86573 -3.90504 0.57258 0.01 -0.02 -0.03 0.430
H 2.21053 -4.87384 -3.31322 0.09 -0.02 0.06 0.363
H 1.16443 -5.84314 -5.30472 0.07 -0.08 -0.06 0.383
H -1.02477 -5.01354 -6.09012 -0.03 -0.10 -0.10 0.379
H -2.18897 -3.24514 -4.83012 -0.07 0.08 -0.06 0.433
H -1.11227 -2.21564 -2.86692 0.00 0.01 0.03 0.296
```
Positions in Å, forces in eV/Å.

Computed properties:
energy relative to the best compared isomer or geometry (same formula, charge and spin) = 0.273 eV
max |F| = 2.2 eV/Å
net charge = -1
spin multiplicity = 8
LUMO (alpha / beta) = 1.20 / 1.20 eV